(1)
# C20H55ClN4O10

A cluster of 7 separate species, C20H55ClN4O10 in total in a non-equilibrium geometry (ωB97M-V/def2-TZVPD, OMol25).

The geometry in ORCA input format:
```
! RIJCOSX wB97M-V def2-TZVPD def2/J DEFGRID3
* xyz -2 1
C 1.9708 -4.5954 2.7192
C 0.8579 -3.7139 2.1747
C 0.5080 -2.5309 3.0405
O 1.1289 -3.2361 0.8096
H 2.3527 -5.4136 2.1086
H 1.5982 -4.9352 3.6855
H 2.8214 -3.9152 2.7631
H 0.0107 -4.3991 2.1471
H 0.4810 -2.8883 4.0698
H -0.4644 -2.1440 2.7360
H 1.2001 -1.6891 3.0229
Cl -0.6524 1.0708 2.5047
O -0.2086 1.3101 3.8214
O -1.2288 2.2082 1.9442
O 0.5651 0.8245 1.6735
O -1.6329 0.0177 2.4680
C 3.1262 2.4423 3.4921
O 4.3748 2.6698 3.9207
H 2.5686 3.3587 3.6853
H 3.0663 2.3097 2.4118
H 2.6886 1.5591 3.9574
H 4.2624 3.0422 4.7984
C -1.9315 0.3878 -2.0546
C -0.5319 -0.1496 -2.1545
C 0.5877 0.8864 -2.1878
O 1.7766 0.1552 -1.9138
C 2.8744 1.0032 -2.2398
N -0.3242 -0.9620 -0.9961
H -2.2965 0.8206 -2.9860
H -2.1056 1.1356 -1.2808
H -2.6112 -0.4461 -1.8793
H -0.4712 -0.7852 -3.0379
H 0.3935 1.7558 -1.5597
H 0.6722 1.3536 -3.1690
H 3.2254 0.8465 -3.2598
H 3.7933 0.7966 -1.6910
H 2.6778 2.0644 -2.0873
H -0.2487 -0.1965 -0.3415
H -1.2176 -1.3476 -0.7252
C 4.3313 -0.9801 1.9769
C 4.1128 -0.8716 0.4955
C 4.7573 -2.0974 -0.2883
O 4.2307 -2.1223 -1.6072
C 5.2148 -1.8268 -2.5623
N 2.6899 -0.8772 0.3806
H 5.3773 -0.9792 2.2834
H 3.8011 -1.8484 2.3681
H 3.9633 -0.1263 2.5459
H 4.6008 0.0263 0.1163
H 4.4954 -2.9767 0.3003
H 5.8446 -2.1076 -0.2119
H 4.6494 -1.6073 -3.4680
H 6.1042 -2.4266 -2.7553
H 5.6550 -0.8415 -2.4092
H 2.3355 0.0469 0.5817
H 2.3375 -1.3013 1.2268
C -2.0993 6.4231 -0.0238
C -2.9279 5.1623 -0.1414
C -2.4278 4.2262 -1.3324
O -2.0489 4.9792 -2.4557
C -3.1544 5.4881 -3.2308
N -3.0716 4.5431 1.1184
H -2.3326 7.0813 -0.8608
H -1.0202 6.2922 -0.1040
H -2.2538 7.0856 0.8279
H -3.9130 5.4592 -0.5015
H -3.1392 3.4864 -1.6994
H -1.5151 3.6920 -1.0682
H -4.0044 5.9600 -2.7378
H -3.5718 4.8486 -4.0086
H -2.5805 6.2412 -3.7708
H -2.3302 3.8657 1.2254
H -2.9836 5.3594 1.7065
C -4.0936 -3.9664 1.3896
C -3.2751 -3.7776 0.0719
C -4.1060 -3.4248 -1.2727
O -3.3557 -3.3640 -2.5018
C -3.9729 -2.7041 -3.5661
N -2.3035 -2.7005 0.4411
H -3.5385 -4.2875 2.2710
H -4.8601 -4.7340 1.2829
H -4.5801 -3.0150 1.6044
H -2.6543 -4.6506 -0.1298
H -4.5420 -2.4388 -1.1122
H -4.8784 -4.1934 -1.3012
H -5.0027 -3.0438 -3.6766
H -3.5322 -2.7137 -4.5630
H -4.0213 -1.6501 -3.2925
H -2.6308 -2.2018 1.2561
H -1.4366 -3.0816 0.7924
*
```

The orbital gap is 3.9292 eV.

Results of the Löwdin charge analysis, in e, for atoms 1 through 5: atom 1 (C): -0.12, atom 2 (C): -0.65, atom 3 (C): -0.10, atom 4 (O): -0.36, atom 5 (H): 0.05

---

(2)
# C17H24CeN9O6S4

A structure of composition C17H24CeN9O6S4 in a non-equilibrium geometry (ωB97M-V/def2-TZVPD, OMol25).

The geometry in ORCA input format:
```
! RIJCOSX wB97M-V def2-TZVPD def2/J DEFGRID3
* xyz 0 2
Ce -0.3978 -0.7149 0.3453
S -2.9887 1.9885 -2.9353
C -2.0903 0.9386 -2.0026
S -2.7750 -0.5142 -1.3647
S -0.4339 1.2582 -1.6142
O 0.9263 -2.3470 1.4398
C 2.1261 -2.6262 1.3585
C 2.9929 -2.3535 0.2509
C 4.3307 -2.7550 0.3274
C 5.1991 -2.4937 -0.7011
C 4.7603 -1.8207 -1.8609
C 3.4651 -1.4185 -1.9685
C 2.5141 -1.6640 -0.9286
O 1.3005 -1.3213 -1.0680
N 6.5758 -2.9130 -0.6011
O 6.9166 -3.5190 0.4019
O 7.3250 -2.6417 -1.5235
H 2.5992 -3.1534 2.2046
H 4.6939 -3.2814 1.2006
H 5.4762 -1.6486 -2.6514
H 3.1015 -0.8988 -2.8445
N -2.0874 0.8375 1.5983
C -1.4670 2.1815 1.4990
C -2.0817 3.1373 2.5523
C -1.6257 4.6094 2.7040
C -1.7514 5.5457 1.4942
N -0.6221 5.4124 0.5959
C -0.6384 5.2791 -0.7212
N -1.7336 5.4110 -1.4600
N 0.5467 5.1432 -1.3331
C 0.1016 2.0063 1.6017
O 0.8061 3.0156 1.5293
O 0.5100 0.8100 1.7213
H -3.0430 0.8758 1.2536
H -2.1340 0.5704 2.5803
H -1.6854 2.5474 0.4929
H -1.9329 2.6725 3.5320
H -3.1570 3.1510 2.3448
H -0.5825 4.6307 3.0195
H -2.2279 5.0311 3.5107
H -1.7597 6.5774 1.8569
H -2.6933 5.3629 0.9704
H 0.1987 4.9985 1.0446
H -2.6106 5.5355 -0.9829
H -1.8236 4.8365 -2.3218
H 1.3220 4.8284 -0.7705
H 0.5333 4.7922 -2.2779
C -1.2710 -5.8838 -2.2873
C -1.8189 -5.3905 -1.0040
N -2.5078 -6.0749 -0.1561
N -2.7700 -5.2207 0.8679
C -2.2373 -3.9991 0.6840
S -2.3279 -2.6892 1.7069
N -1.6190 -4.1065 -0.5344
N -0.9452 -3.0628 -1.1546
H -1.6130 -6.9031 -2.4412
H -0.1798 -5.8826 -2.2612
H -1.6040 -5.2593 -3.1166
H -3.3175 -5.5158 1.6567
H -0.1860 -3.4167 -1.7257
H -1.5811 -2.4950 -1.7329
*
```

The value obtained for the energy relative to the best compared isomer or geometry (same formula, charge and spin) is 6.0 kcal/mol. The orbital gap (alpha / beta) is 6.4239 / 6.4175 eV.

Results of the Löwdin charge analysis, in e, for atoms 1 through 5: atom 1 (Ce): 0.61, atom 2 (S): 0.39, atom 3 (C): -1.78, atom 4 (S): 0.46, atom 5 (S): 0.49

---

(3)
# C31H26IMnN2PS3

A structure of composition C31H26IMnN2PS3 in a non-equilibrium geometry (ωB97M-V/def2-TZVPD, OMol25).

The geometry in ORCA input format:
```
! RIJCOSX wB97M-V def2-TZVPD def2/J DEFGRID3
* xyz 1 5
Mn 0.6690 0.2056 -0.2783
I -0.8965 2.2257 0.0017
C -2.9201 1.6490 -0.0798
C -3.6477 2.7983 -0.1541
C -5.0556 2.7648 -0.1896
C -5.6800 1.5647 -0.1261
C -4.9433 0.3540 -0.0413
C -5.6678 -0.8542 0.0493
C -5.0298 -2.0485 0.1406
C -3.6269 -2.0709 0.1136
C -2.8660 -0.9326 0.0135
P -1.0725 -1.3329 -0.1166
C -1.0861 -2.4546 -1.5409
C -0.9659 -3.8302 -1.4305
C -0.9033 -4.6134 -2.5765
C -0.9550 -4.0222 -3.8295
C -1.0786 -2.6402 -3.9418
C -1.1374 -1.8566 -2.7986
C -0.6439 -2.2547 1.3698
C -1.3411 -2.0661 2.5598
C -0.8872 -2.6728 3.7238
C 0.2618 -3.4549 3.7032
C 0.9675 -3.6285 2.5191
C 0.5244 -3.0200 1.3559
C -3.5110 0.3466 -0.0392
H -3.1466 3.7605 -0.1831
H -5.6144 3.6905 -0.2572
H -6.7619 1.5042 -0.1365
H -6.7514 -0.8028 0.0504
H -5.5853 -2.9729 0.2173
H -3.1315 -3.0319 0.1624
H -0.9184 -4.3007 -0.4534
H -0.8023 -5.6884 -2.4865
H -0.8899 -4.6351 -4.7202
H -1.1179 -2.1741 -4.9177
H -1.2157 -0.7812 -2.8935
H -2.2348 -1.4555 2.5850
H -1.4332 -2.5322 4.6493
H 0.6137 -3.9225 4.6159
H 1.8685 -4.2298 2.5031
H 1.0887 -3.1325 0.4373
S 2.4088 0.6504 1.0043
C 3.6352 -0.4883 0.5053
C 4.8689 -0.5378 1.1584
C 5.8006 -1.4896 0.7916
C 5.5145 -2.4059 -0.2217
C 4.3055 -2.3496 -0.8908
C 3.3725 -1.3675 -0.5480
S 1.8841 -1.2112 -1.4635
H 5.0800 0.1625 1.9595
H 6.7591 -1.5241 1.2975
H 6.2434 -3.1615 -0.4894
H 4.0797 -3.0448 -1.6902
S 1.9465 3.8236 -0.6994
C 2.4082 5.3732 -0.2434
N 1.6290 6.3402 0.2781
C 2.3293 7.6050 0.5140
C 3.7813 7.2518 0.1172
N 3.6517 5.8660 -0.3369
H 0.6385 6.2169 0.3608
H 2.2581 7.9050 1.5562
H 1.9203 8.4019 -0.1029
H 4.4579 7.3229 0.9652
H 4.1557 7.8927 -0.6769
H 4.3967 5.3172 -0.7248
*
```

The orbital gap (alpha / beta) is 5.6418 / 6.9362 eV.

Results of the Löwdin charge analysis, in e, for atoms 1 through 5: atom 1 (Mn): -0.11, atom 2 (I): 1.21, atom 3 (C): -0.55, atom 4 (C): -0.19, atom 5 (C): -0.06

---

(4)
# C5H8O2

The molecule C5H8O2 (ωB97M-V/def2-TZVPD, OMol25).

The geometry in ORCA input format:
```
! RIJCOSX wB97M-V def2-TZVPD def2/J DEFGRID3
* xyz 0 1
C -0.3043 1.4623 -0.2848
C -0.1438 0.0439 0.2046
C -0.8705 -1.0895 -0.4422
C -1.2272 -0.6534 0.9591
O 1.1537 -0.2547 0.7236
C 2.1772 -0.2286 -0.1390
O 2.1184 0.0114 -1.3154
H 0.1027 1.5770 -1.2922
H 0.2212 2.1498 0.3859
H -1.3626 1.7408 -0.2924
H -1.5486 -0.8489 -1.2566
H -0.3405 -2.0304 -0.5550
H -2.1582 -0.1174 1.1220
H -0.9215 -1.3023 1.7741
H 3.1040 -0.4601 0.4082
*
```

The SMILES is CC1(OC=O)CC1. The value obtained for the energy relative to the best compared isomer or geometry (same formula, charge and spin) is 21.8 kcal/mol. The orbital gap is 11.2986 eV.

Results of the Löwdin charge analysis, in e, for atoms 1 through 5: atom 1 (C): -0.01, atom 2 (C): -0.50, atom 3 (C): -0.06, atom 4 (C): -0.06, atom 5 (O): 0.02